# 1
C17H46N8O5PS2 | the ωB97M-V functional and the def2-TZVPD basis

**Frontier orbital gap**: 7.461 eV
**Largest force on an atom**: 1.15 eV/A
**Charge**: +1

Atoms and positions in Å:
N (2.35, 1.15, 0.94)
C (2.03, 0.85, -0.44)
N (1.78, -0.56, -0.73)
N (3.15, 1.28, -1.24)
C (0.74, 1.69, -0.81)
S (-0.61, 0.74, -1.54)
P (-2.40, 1.31, -0.33)
S (-2.12, 2.82, 0.81)
H (3.15, 0.58, 1.21)
H (1.59, 0.90, 1.57)
H (2.69, -1.02, -0.62)
H (1.22, -0.94, 0.04)
H (2.90, 1.76, -2.10)
H (3.73, 1.91, -0.70)
H (0.35, 2.26, 0.04)
H (0.96, 2.39, -1.61)
H (-0.39, -0.53, -1.13)
H (-3.37, 1.48, -1.32)
H (-2.73, 0.12, 0.34)
C (3.40, 3.97, 5.18)
O (3.83, 2.84, 5.07)
N (2.69, 4.59, 4.22)
C (2.19, 5.94, 4.38)
C (2.42, 3.86, 3.00)
H (3.56, 4.59, 6.08)
H (1.10, 5.98, 4.32)
H (2.60, 6.61, 3.61)
H (2.49, 6.32, 5.35)
H (1.87, 2.95, 3.21)
H (3.35, 3.56, 2.51)
H (1.85, 4.49, 2.32)
C (-3.33, -0.83, -3.92)
O (-3.66, -0.55, -2.77)
N (-3.20, 0.06, -4.91)
C (-2.83, -0.34, -6.25)
C (-3.46, 1.46, -4.63)
H (-3.13, -1.87, -4.23)
H (-1.91, 0.15, -6.56)
H (-3.62, -0.08, -6.96)
H (-2.68, -1.42, -6.28)
H (-2.78, 1.84, -3.87)
H (-4.48, 1.60, -4.27)
H (-3.33, 2.03, -5.55)
C (0.74, -2.07, 2.30)
O (0.83, -0.88, 2.55)
N (-0.42, -2.67, 1.99)
C (-0.51, -4.06, 1.60)
C (-1.63, -1.87, 2.06)
H (1.61, -2.74, 2.28)
H (-0.93, -4.17, 0.59)
H (-1.14, -4.63, 2.29)
H (0.49, -4.50, 1.61)
H (-1.52, -0.97, 1.44)
H (-1.80, -1.52, 3.07)
H (-2.49, -2.44, 1.72)
C (5.42, -2.10, 0.37)
O (4.43, -1.41, 0.14)
N (6.20, -2.63, -0.59)
C (7.37, -3.43, -0.28)
C (5.85, -2.38, -1.98)
H (5.76, -2.33, 1.39)
H (8.27, -2.96, -0.69)
H (7.27, -4.43, -0.70)
H (7.47, -3.50, 0.80)
H (5.84, -1.31, -2.18)
H (4.85, -2.77, -2.20)
H (6.58, -2.87, -2.61)
C (-5.12, -1.80, 0.45)
O (-4.75, -2.27, 1.51)
N (-6.20, -1.02, 0.30)
C (-6.60, -0.48, -0.99)
C (-7.02, -0.74, 1.47)
H (-4.57, -1.97, -0.50)
H (-6.63, 0.61, -0.96)
H (-7.59, -0.84, -1.27)
H (-5.88, -0.79, -1.74)
H (-6.43, -0.22, 2.24)
H (-7.39, -1.66, 1.91)
H (-7.85, -0.11, 1.18)

***

# 2
C17H48BrClF2IN17O10P | the ωB97M-V functional and the def2-TZVPD basis

**Frontier orbital gap**: 6.915 eV
**Largest force on an atom**: 2.15 eV/A
**Charge**: +1

Atoms and positions in Å:
O (0.00, 0.72, -1.78)
P (0.28, 0.61, -0.21)
Cl (-1.03, 2.05, 0.58)
C (-0.47, -1.03, 0.33)
O (0.13, -2.01, -0.48)
C (-0.42, -3.27, -0.13)
C (0.42, -4.39, -0.67)
C (1.37, -4.93, 0.40)
F (1.63, -6.26, 0.13)
C (-1.81, -3.37, -0.73)
N (-2.58, -2.04, -0.68)
Br (-2.35, -1.24, -2.41)
C (-4.04, -2.38, -0.54)
C (-4.98, -1.18, -0.40)
C (-5.98, -1.39, 0.73)
F (-6.24, -0.19, 1.35)
C (-2.04, -1.12, 0.36)
I (-2.66, -1.64, 2.35)
H (0.76, 1.29, -2.06)
H (-0.12, -1.16, 1.35)
H (-0.49, -3.34, 0.95)
H (-0.21, -5.21, -0.98)
H (1.02, -4.05, -1.50)
H (2.31, -4.42, 0.40)
H (0.87, -4.88, 1.36)
H (-2.37, -4.15, -0.23)
H (-1.71, -3.68, -1.76)
H (-4.20, -3.09, 0.25)
H (-4.30, -2.90, -1.45)
H (-4.46, -0.25, -0.21)
H (-5.54, -1.06, -1.31)
H (-6.90, -1.80, 0.35)
H (-5.60, -2.07, 1.49)
H (-2.41, -0.14, 0.13)
C (0.06, 0.65, 4.79)
O (0.27, -0.50, 4.44)
N (0.15, 1.05, 6.10)
N (-0.30, 1.62, 3.91)
H (-0.03, 1.98, 6.41)
H (0.40, 0.35, 6.77)
H (-0.39, 1.35, 2.95)
H (-0.49, 2.57, 4.17)
C (-2.29, -0.08, 8.80)
O (-2.15, 1.09, 9.12)
N (-2.49, -1.08, 9.71)
N (-2.27, -0.47, 7.48)
H (-2.60, -2.04, 9.46)
H (-2.51, -0.82, 10.67)
H (-2.12, 0.25, 6.80)
H (-2.38, -1.42, 7.18)
C (2.44, 3.63, -1.56)
O (2.14, 2.44, -1.47)
N (1.53, 4.62, -1.32)
N (3.67, 4.05, -1.90)
H (1.74, 5.59, -1.39)
H (0.60, 4.34, -1.07)
H (4.36, 3.34, -2.08)
H (3.95, 5.02, -1.98)
C (-1.71, -5.12, -4.26)
O (-1.26, -5.35, -3.14)
N (-1.22, -5.66, -5.40)
N (-2.76, -4.27, -4.44)
H (-1.59, -5.45, -6.31)
H (-0.44, -6.28, -5.32)
H (-3.15, -3.87, -3.62)
H (-3.16, -4.05, -5.34)
C (-2.86, -3.43, -8.42)
O (-2.38, -3.68, -7.31)
N (-2.36, -3.97, -9.56)
N (-3.91, -2.59, -8.58)
H (-2.72, -3.77, -10.47)
H (-1.57, -4.59, -9.47)
H (-4.30, -2.17, -7.75)
H (-4.31, -2.36, -9.47)
C (6.68, 5.59, -3.21)
O (5.56, 5.67, -2.71)
N (7.62, 4.72, -2.76)
N (7.06, 6.38, -4.25)
H (8.55, 4.65, -3.15)
H (7.38, 4.13, -1.99)
H (6.39, 7.03, -4.61)
H (7.97, 6.33, -4.68)
C (10.92, 5.59, -0.91)
O (10.55, 5.16, -1.99)
N (12.18, 5.37, -0.43)
N (10.10, 6.32, -0.09)
H (12.51, 5.71, 0.45)
H (12.81, 4.84, -1.01)
H (9.17, 6.49, -0.42)
H (10.38, 6.68, 0.80)
C (-5.71, 1.96, 6.01)
O (-6.41, 2.92, 5.76)
N (-5.16, 1.75, 7.24)
N (-5.42, 1.01, 5.06)
H (-4.57, 0.97, 7.46)
H (-5.35, 2.43, 7.95)
H (-5.80, 1.13, 4.15)
H (-4.85, 0.21, 5.25)

***

# 3
C17H48CrFN4O5 | the ωB97M-V functional and the def2-TZVPD basis

**Energy above the lowest of the compared OMol25 structures with the same formula, charge and spin**: 0.0 kcal/mol
**Frontier orbital gap (alpha / beta)**: 6.615 / 7.007 eV
**Largest force on an atom**: 2.74 eV/A
**Multiplicity**: 5
**Charge**: +1

Atoms and positions in Å:
Cr (-1.94, -0.38, 0.65)
F (0.14, -0.17, 0.65)
C (-1.77, 2.18, -3.19)
C (-1.46, 1.67, -1.77)
C (-1.80, 2.69, -0.67)
O (-1.93, 1.97, 0.55)
C (-1.86, 2.83, 1.67)
N (-2.21, 0.44, -1.55)
H (-1.84, 1.38, -3.93)
H (-1.07, 2.95, -3.54)
H (-2.78, 2.58, -3.25)
H (-0.41, 1.41, -1.77)
H (-2.77, 3.17, -0.85)
H (-1.02, 3.45, -0.70)
H (-2.65, 3.58, 1.64)
H (-0.88, 3.25, 1.86)
H (-2.07, 2.21, 2.55)
H (-3.18, 0.59, -1.81)
H (-1.81, -0.10, -2.31)
C (-3.60, 0.43, 4.26)
C (-2.71, -0.75, 3.97)
C (-3.49, -2.08, 3.87)
O (-4.50, -2.01, 2.81)
C (-5.26, -3.17, 2.70)
N (-1.85, -0.62, 2.80)
H (-2.97, 1.22, 4.66)
H (-4.27, 0.16, 5.08)
H (-4.26, 0.79, 3.48)
H (-2.07, -0.94, 4.84)
H (-4.03, -2.37, 4.78)
H (-2.87, -2.96, 3.67)
H (-4.56, -3.97, 2.43)
H (-6.10, -3.11, 2.01)
H (-5.74, -3.52, 3.63)
H (-1.24, -1.43, 2.87)
H (-1.17, 0.07, 3.13)
C (3.19, 3.43, -1.75)
C (2.10, 2.44, -1.47)
C (2.54, 1.02, -1.92)
O (2.96, 0.94, -3.29)
C (1.86, 0.97, -4.19)
N (1.82, 2.40, -0.05)
H (4.16, 3.20, -1.32)
H (2.95, 4.38, -1.27)
H (3.31, 3.61, -2.82)
H (1.25, 2.85, -2.02)
H (1.80, 0.26, -1.69)
H (3.43, 0.81, -1.33)
H (1.09, 1.71, -3.99)
H (1.37, -0.01, -4.25)
H (2.31, 1.19, -5.16)
H (2.68, 2.12, 0.42)
H (1.11, 1.69, 0.10)
C (3.31, -4.12, -0.56)
C (2.62, -2.83, -0.93)
C (1.82, -2.88, -2.25)
O (2.48, -3.54, -3.30)
C (3.62, -2.82, -3.76)
N (1.68, -2.64, 0.18)
H (3.80, -4.01, 0.41)
H (4.00, -4.38, -1.37)
H (2.64, -4.98, -0.53)
H (3.28, -1.96, -0.93)
H (1.41, -1.90, -2.51)
H (0.95, -3.55, -2.15)
H (3.48, -1.80, -4.10)
H (3.97, -3.33, -4.66)
H (4.44, -2.92, -3.05)
H (1.21, -1.74, 0.11)
H (0.98, -3.37, 0.09)
C (1.63, 1.58, 3.55)
O (0.41, 0.98, 3.18)
H (1.46, 2.10, 4.49)
H (2.42, 0.84, 3.70)
H (2.01, 2.28, 2.80)
H (0.43, 0.53, 2.33)